The following is a quantum chemistry calculation of 6 unconnected molecules or ions with the total composition C38H71O8P in a non-equilibrium geometry, from the Open Molecules 2025 dataset.

Element x y z (Å)
C  -2.892  -0.779  0.301
C  -2.195  -0.070  -0.832
C  -2.172  1.318  -0.829
C  -1.528  2.052  -1.804
C  -0.901  1.373  -2.833
C  -0.916  -0.008  -2.845
C  -1.548  -0.759  -1.861
C  -1.486  -2.260  -1.899
P  0.051  -2.835  -0.825
C  1.176  -2.884  -2.290
C  0.945  -4.072  -3.223
C  1.633  -5.405  -2.833
C  3.017  -5.244  -2.282
O  3.250  -5.169  -1.106
O  4.008  -5.172  -3.218
C  -0.749  -4.421  -0.354
C  -1.864  -4.269  0.700
C  -1.812  -5.367  1.772
C  -2.691  -4.905  2.947
C  -2.387  -6.689  1.261
O  1.346  -3.189  0.297
C  1.864  -2.078  0.983
C  3.136  -2.435  1.739
C  3.719  -1.130  2.303
C  2.925  -3.449  2.892
C  3.572  -4.807  2.594
C  1.461  -3.665  3.291
H  -3.529  -1.576  -0.086
H  -2.179  -1.204  1.006
H  -3.549  -0.081  0.815
H  -2.682  1.834  -0.023
H  -1.491  3.133  -1.783
H  -0.380  1.915  -3.609
H  -0.397  -0.506  -3.656
H  -2.398  -2.639  -1.439
H  -1.406  -2.606  -2.929
H  -0.103  -1.607  -0.129
H  0.957  -1.982  -2.862
H  2.202  -2.782  -1.942
H  -0.122  -4.290  -3.280
H  1.244  -3.845  -4.245
H  1.006  -5.995  -2.171
H  1.720  -5.983  -3.757
H  4.626  -4.483  -2.942
H  -1.081  -4.974  -1.235
H  0.031  -5.040  0.092
H  -1.794  -3.317  1.220
H  -2.832  -4.379  0.208
H  -0.797  -5.466  2.163
H  -3.725  -4.812  2.607
H  -2.397  -3.907  3.280
H  -2.628  -5.575  3.802
H  -3.244  -6.459  0.624
H  -2.713  -7.329  2.078
H  -1.682  -7.250  0.644
H  1.156  -1.639  1.700
H  2.120  -1.272  0.275
H  3.857  -2.797  1.000
H  4.589  -1.361  2.918
H  2.977  -0.610  2.913
H  4.045  -0.448  1.515
H  3.419  -3.035  3.774
H  3.100  -5.275  1.731
H  3.398  -5.453  3.457
H  4.647  -4.685  2.460
H  0.826  -3.953  2.453
H  1.388  -4.464  4.024
H  1.046  -2.744  3.707
C  0.146  6.491  -3.965
C  -0.278  6.125  -2.565
C  -0.209  7.212  -1.524
O  -0.655  5.004  -2.293
H  0.051  5.627  -4.613
H  -0.489  7.292  -4.347
H  1.185  6.821  -3.968
H  -0.854  8.043  -1.810
H  0.811  7.567  -1.426
H  -0.542  6.815  -0.566
C  -0.886  -3.876  7.408
C  0.549  -4.294  7.198
C  1.434  -4.348  8.420
O  0.970  -4.571  6.099
H  -1.407  -3.878  6.453
H  -1.382  -4.572  8.087
H  -0.925  -2.871  7.830
H  1.034  -5.064  9.140
H  1.491  -3.363  8.885
H  2.435  -4.661  8.129
C  2.196  4.767  -8.513
C  1.191  5.722  -7.916
C  0.237  6.396  -8.873
O  1.151  5.938  -6.727
H  2.816  4.354  -7.720
H  1.680  3.951  -9.022
H  2.833  5.292  -9.226
H  -0.359  5.647  -9.396
H  0.794  6.988  -9.601
H  -0.429  7.053  -8.317
C  1.900  11.592  -0.414
C  1.590  10.883  -1.710
C  1.424  11.743  -2.939
O  1.480  9.679  -1.761
H  1.994  10.861  0.385
H  2.838  12.142  -0.505
H  1.096  12.287  -0.168
H  2.342  12.299  -3.133
H  0.601  12.444  -2.796
H  1.205  11.110  -3.796
C  -4.484  2.109  4.777
C  -4.195  0.627  4.749
C  -5.245  -0.262  4.129
O  -3.170  0.174  5.203
H  -3.653  2.631  5.247
H  -4.609  2.485  3.761
H  -5.393  2.302  5.348
H  -5.402  0.016  3.085
H  -6.186  -0.171  4.675
H  -4.912  -1.297  4.172

Forces on atoms 1 to 6 (eV/Å):
C -0.3 0.1 -0.5
C 0.1 0.0 0.3
C -0.2 0.1 0.3
C 0.0 0.3 -0.2
C 0.1 0.0 0.1
C 0.3 0.0 -0.3

Atom charges from the Mulliken analysis, given in e for atoms 1 to 4: number 1, C, carries -1.39; number 2, C, carries 1.49; number 3, C, carries -1.00; number 4, C, carries -0.60

The following is a quantum chemistry calculation of 11 unconnected molecules or ions with the total composition C40H111N9O13 in a non-equilibrium geometry, from the Open Molecules 2025 dataset.

Element x y z (Å)
C  -3.342  4.130  -0.537
O  -2.975  3.376  -1.660
C  -3.861  3.657  -2.793
C  -3.189  3.062  -4.002
C  -1.907  3.790  -4.318
N  -4.199  2.995  -5.109
H  -2.705  3.820  0.298
H  -4.403  3.827  -0.288
H  -3.193  5.176  -0.771
H  -4.927  3.293  -2.717
H  -3.831  4.794  -2.838
H  -2.969  2.065  -3.811
H  -2.029  4.730  -4.879
H  -1.337  3.091  -5.005
H  -1.376  3.929  -3.406
H  -4.439  3.850  -5.568
H  -3.959  2.314  -5.801
C  -2.976  -2.108  5.236
O  -1.915  -1.869  6.150
C  -1.105  -0.766  5.777
C  0.305  -0.977  6.343
C  1.195  0.279  6.035
N  0.975  -2.120  5.747
H  -3.519  -1.209  5.052
H  -3.643  -2.826  5.775
H  -2.601  -2.662  4.342
H  -1.039  -0.662  4.736
H  -1.544  0.170  6.137
H  0.149  -1.125  7.439
H  1.128  0.454  4.963
H  2.228  0.010  6.279
H  0.855  1.225  6.453
H  1.097  -1.942  4.735
H  0.294  -2.893  5.827
C  3.669  -3.318  0.540
O  3.416  -1.965  0.445
C  4.600  -1.194  0.752
C  4.894  -1.089  2.237
C  3.687  -0.560  3.045
N  6.086  -0.264  2.341
H  4.316  -3.537  -0.339
H  2.637  -3.761  0.462
H  4.096  -3.620  1.507
H  5.401  -1.719  0.210
H  4.400  -0.182  0.339
H  5.192  -2.041  2.660
H  2.827  -1.320  2.987
H  3.334  0.350  2.525
H  3.979  -0.438  4.077
H  5.826  0.736  2.155
H  6.533  -0.193  3.211
C  -4.766  -2.584  1.063
O  -4.273  -1.719  0.101
C  -4.591  -2.161  -1.185
C  -4.117  -1.193  -2.255
C  -5.075  -0.092  -2.600
N  -3.926  -1.913  -3.521
H  -4.202  -2.249  1.968
H  -4.502  -3.630  0.895
H  -5.859  -2.451  1.250
H  -4.106  -3.120  -1.300
H  -5.691  -2.236  -1.291
H  -3.217  -0.631  -1.957
H  -5.436  0.463  -1.730
H  -6.021  -0.479  -2.956
H  -4.816  0.602  -3.397
H  -3.300  -2.715  -3.471
H  -4.854  -2.305  -3.811
C  1.982  -3.107  -4.839
O  2.352  -1.941  -4.113
C  3.717  -1.614  -4.189
C  4.073  -0.615  -3.093
C  3.330  0.723  -3.204
N  5.502  -0.260  -3.097
H  2.414  -3.976  -4.373
H  2.289  -3.065  -5.884
H  0.875  -3.039  -4.831
H  4.389  -2.512  -4.089
H  3.971  -1.207  -5.154
H  3.904  -1.147  -2.195
H  3.500  1.265  -4.120
H  3.840  1.363  -2.474
H  2.338  0.745  -2.905
H  6.027  -0.969  -2.599
H  5.712  0.650  -2.735
C  -5.481  1.790  3.256
O  -4.630  2.571  4.028
C  -3.224  2.321  3.855
C  -2.438  3.136  4.800
C  -2.490  4.636  4.352
N  -1.015  2.687  4.898
H  -5.642  2.121  2.201
H  -6.476  1.947  3.657
H  -5.257  0.739  3.333
H  -3.052  1.260  4.058
H  -2.855  2.479  2.797
H  -2.974  3.019  5.772
H  -2.141  4.948  3.383
H  -1.935  5.275  5.073
H  -3.484  4.961  4.483
H  -0.619  2.716  3.975
H  -0.549  3.379  5.422
C  2.801  4.568  -2.094
O  3.527  3.620  -1.390
C  4.299  4.279  -0.470
C  5.098  3.217  0.363
C  6.396  2.744  -0.454
N  4.299  2.088  0.748
H  3.379  5.483  -2.212
H  1.790  4.811  -1.677
H  2.781  4.180  -3.110
H  5.091  4.767  -1.019
H  3.745  4.911  0.192
H  5.512  3.698  1.282
H  5.951  2.588  -1.472
H  6.926  1.880  -0.002
H  7.157  3.470  -0.556
H  3.668  2.300  1.510
H  3.628  1.949  -0.055
C  -1.166  -8.665  -1.902
O  -0.401  -7.502  -2.445
C  -1.180  -6.259  -2.492
C  -0.332  -5.083  -2.654
C  0.948  -4.988  -1.779
N  -1.302  -3.939  -2.594
H  -0.436  -9.466  -1.990
H  -2.068  -8.933  -2.497
H  -1.394  -8.489  -0.876
H  -1.930  -6.300  -3.301
H  -1.711  -6.122  -1.563
H  -0.007  -5.068  -3.722
H  1.442  -3.962  -1.825
H  1.654  -5.701  -2.122
H  0.683  -5.177  -0.738
H  -0.804  -3.132  -2.930
H  -1.551  -3.737  -1.608
C  0.477  -3.033  1.577
O  0.435  -1.706  2.181
C  -0.698  -0.932  1.663
C  -0.404  -0.267  0.359
C  0.921  0.372  0.324
N  -1.432  0.867  0.262
H  -0.603  -3.374  1.405
H  0.972  -3.735  2.226
H  0.886  -3.041  0.593
H  -1.597  -1.584  1.655
H  -0.839  -0.138  2.380
H  -0.559  -0.941  -0.352
H  1.699  -0.357  0.303
H  1.101  1.090  1.208
H  0.975  0.870  -0.609
H  -2.318  0.485  0.558
H  -1.537  1.063  -0.725
O  0.397  -1.025  -2.741
C  -0.520  -0.102  -3.384
C  -1.210  -0.700  -4.660
O  -2.223  0.184  -5.016
H  1.147  -1.324  -3.340
H  -1.344  0.059  -2.707
H  -0.049  0.907  -3.593
H  -1.655  -1.665  -4.337
H  -0.527  -0.905  -5.434
H  -2.955  -0.295  -4.569
O  2.151  3.822  2.913
C  1.237  4.696  2.232
C  0.477  3.906  1.192
O  -0.381  2.924  1.768
H  1.584  3.016  3.100
H  0.539  5.196  2.888
H  1.724  5.536  1.758
H  1.197  3.494  0.487
H  -0.115  4.649  0.568
H  -0.783  2.325  1.092

Forces on atoms 1 to 6 (eV/Å):
C -0.9 -1.3 0.3
O -0.8 -0.7 -1.1
C 0.6 1.2 1.0
C -1.9 2.0 -1.5
C 0.5 -1.2 -2.1
N 0.3 -0.4 1.1

Output
energy relative to the best compared isomer or geometry (same formula, charge and spin) = 560.15 kJ/mol

Atom charges from the Mulliken analysis, given in e for atoms 1 to 4: number 1, C, carries -0.43; number 2, O, carries 0.09; number 3, C, carries -1.09; number 4, C, carries 2.30

The following is a quantum chemistry calculation of a molecular structure, C43H70CaN3O3PSi in a non-equilibrium geometry, from the Open Molecules 2025 dataset.

Element x y z (Å)
Ca  -1.006  -0.247  0.065
C  -3.857  -2.581  2.491
C  -2.699  -1.779  1.950
N  -2.882  -0.804  1.002
O  -4.159  -0.838  0.338
C  -1.451  -2.026  2.433
C  -1.150  -3.181  3.357
N  -0.327  -1.339  1.839
O  0.644  -2.230  1.375
H  -4.772  -2.368  1.946
H  -4.010  -2.351  3.549
H  -3.657  -3.651  2.420
H  -4.731  -0.246  0.843
H  -1.656  -3.092  4.322
H  -0.073  -3.230  3.518
H  -1.450  -4.138  2.916
O  -1.054  2.277  0.386
C  -1.667  3.291  1.177
C  -2.769  2.713  2.021
C  -4.046  3.265  2.015
C  -5.015  2.702  2.829
C  -4.677  1.611  3.616
C  -3.374  1.138  3.556
N  -2.441  1.681  2.785
H  -0.403  2.703  -0.192
H  -2.080  4.072  0.530
H  -0.924  3.754  1.837
H  -4.271  4.123  1.394
H  -6.021  3.102  2.839
H  -5.408  1.142  4.260
H  -3.058  0.282  4.144
C  0.112  5.825  -2.953
C  -0.302  5.273  -1.580
C  0.415  6.036  -0.470
C  -0.044  3.780  -1.569
C  1.008  3.189  -0.879
C  1.376  1.865  -1.100
C  2.565  1.278  -0.373
C  3.870  1.590  -1.114
C  2.657  1.738  1.084
C  0.685  1.091  -2.050
C  -0.484  1.635  -2.631
C  -0.825  2.957  -2.380
C  -1.345  0.811  -3.574
C  -1.356  1.391  -4.992
C  -2.784  0.701  -3.045
C  1.369  0.004  -2.854
C  1.894  0.557  -4.039
C  2.389  -0.229  -5.059
C  2.334  -1.608  -4.915
C  1.885  -2.145  -3.723
C  1.436  -1.376  -2.639
P  0.892  -2.067  -0.909
C  2.517  -3.045  -0.461
C  3.379  -3.557  -1.617
C  3.420  -2.088  0.336
C  2.204  -4.238  0.460
C  -0.362  -3.392  -1.574
C  -1.166  -3.875  -0.361
C  -1.340  -2.667  -2.511
C  0.132  -4.641  -2.325
H  -0.101  6.893  -3.019
H  -0.428  5.317  -3.753
H  1.180  5.668  -3.116
H  -1.378  5.440  -1.464
H  1.498  5.952  -0.573
H  0.129  5.667  0.517
H  0.159  7.094  -0.521
H  1.596  3.777  -0.185
H  2.416  0.198  -0.370
H  4.006  2.671  -1.200
H  3.860  1.165  -2.117
H  4.725  1.180  -0.573
H  3.093  2.736  1.166
H  3.295  1.055  1.647
H  1.673  1.753  1.557
H  -1.695  3.387  -2.866
H  -0.916  -0.191  -3.635
H  -1.734  2.415  -4.998
H  -1.998  0.787  -5.635
H  -0.353  1.389  -5.418
H  -3.280  1.672  -3.075
H  -2.810  0.343  -2.013
H  -3.361  0.009  -3.658
H  1.895  1.636  -4.150
H  2.784  0.228  -5.958
H  2.657  -2.259  -5.719
H  1.887  -3.217  -3.633
H  3.708  -2.755  -2.275
H  2.897  -4.327  -2.218
H  4.275  -4.006  -1.180
H  3.874  -1.340  -0.317
H  4.238  -2.658  0.786
H  2.859  -1.607  1.136
H  1.701  -5.054  -0.056
H  1.590  -3.918  1.297
H  3.146  -4.633  0.852
H  -1.632  -3.039  0.154
H  -0.531  -4.391  0.356
H  -1.963  -4.555  -0.680
H  -1.838  -1.826  -2.010
H  -2.124  -3.363  -2.820
H  -0.842  -2.301  -3.408
H  1.008  -5.101  -1.880
H  0.338  -4.435  -3.374
H  -0.672  -5.382  -2.305
C  2.619  -1.657  4.314
Si  1.068  -0.580  4.378
C  1.561  1.197  4.859
C  -0.043  -1.164  5.794
C  0.277  -0.288  2.668
H  3.184  -1.580  5.247
H  3.277  -1.351  3.498
H  2.370  -2.708  4.156
H  1.743  1.274  5.933
H  0.760  1.900  4.614
H  2.466  1.533  4.347
H  0.394  -0.839  6.741
H  -0.145  -2.248  5.829
H  -1.044  -0.730  5.727
H  1.090  0.132  2.054
H  -0.488  0.485  2.801

Forces on atoms 1 to 6 (eV/Å):
Ca 0.3 1.8 -0.9
C 0.0 0.1 0.0
C 0.1 -0.3 0.3
N -0.6 0.0 -0.1
O -0.2 -0.1 0.1
C -0.2 -0.3 0.3

Output
energy relative to the best compared isomer or geometry (same formula, charge and spin) = 199.65 kJ/mol

Atom charges from the Mulliken analysis, given in e for atoms 1 to 4: number 1, Ca, carries 2.18; number 2, C, carries -1.79; number 3, C, carries 0.17; number 4, N, carries 0.59

The following is a quantum chemistry calculation of a molecular structure, C18H12N7O6PtSSe in a non-equilibrium geometry, from the Open Molecules 2025 dataset.

Element x y z (Å)
Pt  1.083  0.210  -1.260
O  0.502  -1.781  -1.165
N  -0.421  -2.152  -0.329
N  -0.728  -1.321  0.542
O  -0.147  -0.162  0.633
C  -1.758  -1.668  1.492
C  -1.810  -0.965  2.683
C  -2.790  -1.284  3.609
C  -3.714  -2.280  3.326
C  -3.642  -2.980  2.128
C  -2.659  -2.683  1.201
H  -1.083  -0.190  2.877
H  -2.827  -0.763  4.555
H  -4.498  -2.508  4.035
H  -4.356  -3.764  1.915
H  -2.598  -3.217  0.264
O  6.046  3.126  0.292
C  5.939  2.013  0.993
O  6.729  1.674  1.828
C  4.761  1.121  0.730
C  4.625  -0.121  1.323
N  3.473  -0.651  0.890
N  2.853  0.181  0.057
C  3.616  1.253  -0.064
C  3.106  2.333  -0.931
O  3.771  3.299  -1.209
O  1.882  2.124  -1.353
H  5.298  3.288  -0.320
H  5.289  -0.605  2.019
H  3.089  -1.558  1.107
Se  -0.342  3.155  -2.026
N  -0.480  1.348  -2.021
C  -1.769  1.001  -1.903
C  -2.299  -0.310  -1.906
C  -3.643  -0.461  -1.762
C  -4.523  0.657  -1.628
C  -4.055  1.927  -1.660
C  -2.653  2.132  -1.804
N  -2.058  3.315  -1.873
H  -1.641  -1.155  -2.047
H  -4.068  -1.456  -1.762
H  -5.582  0.477  -1.511
H  -4.705  2.789  -1.600
S  1.796  -0.398  -3.457
C  3.056  -1.217  -2.705
N  3.935  -1.774  -2.206

Forces on atoms 1 to 6 (eV/Å):
Pt -0.1 1.0 0.8
O 0.3 1.0 -0.4
N 0.0 -0.5 0.1
N 0.2 -0.1 -0.1
O 0.5 1.1 -0.1
C -0.3 0.0 0.3

Output
energy relative to the best compared isomer or geometry (same formula, charge and spin) = 167.39 kJ/mol
charge = +1

Atom charges from the Mulliken analysis, given in e for atoms 1 to 4: number 1, Pt, carries 1.64; number 2, O, carries -0.49; number 3, N, carries -0.61; number 4, N, carries 1.27

In Ha, the HOMO-LUMO gap values for the records above are, in order, 0.3104 0.3355 0.2214 0.2376.
In eV, the HOMO level values for the records above are, in order, -7.76 -8.70 -5.69 -12.60.